#A
This record from OMol25 describes 2 unconnected molecules or ions with the total composition C3H11NS. The level of theory is ωB97M-V with the def2-TZVPD basis set.

ORCA input file:
```
! wB97M-V def2-TZVPD RIJCOSX def2/J DEFGRID3
* xyz 0 1
H -2.010 0.259 -1.930
N -1.241 0.901 0.606
H -0.421 -0.590 -1.701
S 1.799 0.961 0.125
H 3.604 0.285 1.629
H -1.909 -1.506 -1.795
H 0.394 1.077 0.329
H -1.118 -1.281 0.591
H 3.864 -0.110 -0.143
C 3.194 -0.110 0.701
H 2.733 -1.079 0.911
C -1.480 -0.561 -1.449
C -1.569 -0.445 0.080
H -1.423 1.027 1.591
H -1.773 1.599 0.105
H -2.643 -0.427 0.348
*
```

Its LUMO energy is 0.88 eV. Its orbital gap is 8.8 eV. For the HOMO energy, the calculation gives -7.880 eV.

***

#B
This record from OMol25 describes 2 unconnected molecules or ions with the total composition C3H11NS. The level of theory is ωB97M-V with the def2-TZVPD basis set.

ORCA input file:
```
! wB97M-V def2-TZVPD RIJCOSX def2/J DEFGRID3
* xyz 0 1
H -2.253 2.543 1.055
N -1.277 2.384 1.276
S 0.898 -2.654 -0.950
H 2.269 -0.886 -1.294
H 0.085 -0.682 -2.276
H -0.704 -2.160 -2.606
C -1.202 2.354 2.746
H 2.561 -2.456 -2.579
C 2.353 -1.925 -1.641
H 3.324 -2.093 -1.129
H -2.204 2.252 3.193
H -1.131 -1.371 -1.169
H -0.713 3.299 3.060
H -1.097 1.461 0.891
C -0.255 -1.594 -1.776
H -0.655 1.529 3.200
*
```

Its LUMO energy is 0.82 eV. Its orbital gap is 9.3 eV. For the HOMO energy, the calculation gives -8.441 eV.

***

#B is favored, and the nearest alternative lies 0.193 eV above it.

***

#A
This record from OMol25 describes a molecular structure, C17H17Br6N3. The level of theory is ωB97M-V with the def2-TZVPD basis set.

ORCA input file:
```
! wB97M-V def2-TZVPD RIJCOSX def2/J DEFGRID3
* xyz 0 1
C 16.202 10.607 8.706
Br 17.649 11.915 9.423
C 18.178 10.263 4.421
N 8.824 10.281 8.444
H 13.710 9.209 6.525
H 19.652 13.262 3.680
H 18.266 9.188 4.356
C 12.236 5.674 6.031
C 12.895 7.844 5.090
H 11.833 4.673 5.996
H 16.539 10.011 7.858
C 8.915 12.540 9.244
Br 18.468 7.682 6.797
Br 15.727 9.279 10.038
C 10.958 11.317 8.716
C 16.888 12.075 5.375
H 13.305 7.594 8.446
H 10.589 9.210 8.343
H 19.989 10.806 3.346
C 10.192 10.203 8.495
C 18.992 12.565 4.175
H 17.706 14.018 5.067
C 13.268 8.230 6.405
H 19.169 9.988 7.309
C 19.748 9.068 7.391
C 12.942 7.421 7.443
H 12.114 6.224 3.932
Br 21.264 9.112 6.123
H 13.093 8.480 4.240
H 7.088 11.395 8.900
H 12.029 11.288 8.580
C 8.165 11.409 8.826
Br 20.313 8.767 9.296
N 12.391 6.210 7.291
H 10.865 13.401 9.469
N 17.089 10.746 5.179
C 10.318 12.504 9.218
C 19.162 11.163 3.942
C 17.896 12.963 4.939
H 8.482 13.447 9.638
H 15.974 12.452 5.808
Br 14.602 11.579 8.043
C 12.400 6.543 4.923
*
```

Its LUMO energy is -0.80 eV. Its orbital gap is 8.6 eV. For the HOMO energy, the calculation gives -9.435 eV.

***

#B
This record from OMol25 describes a molecular structure, C17H17Br6N3. The level of theory is ωB97M-V with the def2-TZVPD basis set.

ORCA input file:
```
! wB97M-V def2-TZVPD RIJCOSX def2/J DEFGRID3
* xyz 0 1
H 3.619 -5.594 5.872
Br 8.219 -12.154 3.474
C 2.061 -9.352 -2.472
N 6.145 -4.071 4.100
H 1.213 -10.870 -3.743
C 7.753 -2.529 4.945
C 6.489 -2.844 4.454
H 2.019 -5.180 7.731
H 5.741 -2.063 4.370
Br 9.286 -10.338 1.103
N 0.973 -3.731 6.728
H 2.307 -9.747 0.864
N 1.417 -11.107 -0.402
C 0.932 -2.952 5.646
H 2.192 -8.673 -3.305
H 3.502 -4.271 3.859
H 0.057 -2.316 5.558
C 2.797 -4.019 4.643
H 6.798 -5.969 3.752
C 4.553 -7.403 2.574
H 3.004 -8.195 -0.922
H 7.957 -1.530 5.310
C 1.814 -3.063 4.578
Br 8.706 -9.032 3.899
Br 3.978 -8.980 3.478
C 1.979 -4.606 6.813
C 8.660 -3.556 5.175
Br 6.125 -7.651 1.537
H 9.070 -5.621 4.756
H 7.197 -10.195 2.360
Br 3.108 -6.700 1.457
C 2.914 -4.774 5.798
C 7.088 -5.015 4.170
H 9.575 -3.290 5.687
C 1.430 -10.564 -2.728
C 2.421 -9.073 -1.165
C 1.116 -11.390 -1.660
C 2.067 -9.971 -0.170
H 1.701 -2.436 3.703
C 8.200 -10.437 2.681
C 8.364 -4.806 4.668
H 0.636 -12.346 -1.847
H 4.717 -6.606 3.286
*
```

Its LUMO energy is -0.18 eV. Its orbital gap is 9.4 eV. For the HOMO energy, the calculation gives -9.586 eV.

***

#B is favored, and the nearest alternative lies 1.340 eV above it.

***

#A
This record from OMol25 describes 2 unconnected molecules or ions with the total composition C4H7N4. The level of theory is ωB97M-V with the def2-TZVPD basis set.

ORCA input file:
```
! wB97M-V def2-TZVPD RIJCOSX def2/J DEFGRID3
* xyz 1 1
H -0.574 0.774 -0.216
H -1.868 -0.943 4.122
H 0.356 0.030 1.620
H -0.180 -0.887 3.621
N -0.658 0.243 -2.477
C 0.746 0.837 -2.316
N 2.596 -0.714 -3.158
C 1.790 0.011 -2.757
N -0.602 0.240 1.412
C -0.376 0.607 -1.316
H 3.192 -1.419 -3.589
H -2.499 0.234 2.187
C -1.473 -0.049 2.320
N -1.231 -0.615 3.482
H 0.780 1.652 -2.934
*
```

Its LUMO energy is -3.92 eV. Its orbital gap is 9.0 eV. For the HOMO energy, the calculation gives -12.887 eV.

***

#B
This record from OMol25 describes 2 unconnected molecules or ions with the total composition C4H7N4. The level of theory is ωB97M-V with the def2-TZVPD basis set.

ORCA input file:
```
! wB97M-V def2-TZVPD RIJCOSX def2/J DEFGRID3
* xyz 1 1
C 1.623 -1.542 2.417
C 1.037 -0.893 1.608
H -0.961 0.330 -2.938
H 2.472 1.487 -0.933
H -2.972 0.301 0.230
H 2.375 -2.094 2.823
N 0.551 0.983 -1.844
C -1.091 -0.185 0.894
H -1.482 0.601 -1.005
N -0.629 0.813 -2.187
N -1.939 0.449 0.112
C 1.608 1.073 -1.363
H 0.697 -0.175 -0.155
N 0.231 -0.356 0.669
H -1.517 -0.793 1.672
*
```

Its LUMO energy is -3.66 eV. Its orbital gap is 9.9 eV. For the HOMO energy, the calculation gives -13.594 eV.

***

#C
This record from OMol25 describes a gas-phase ion, C4H7N4 (charge +1). The level of theory is ωB97M-V with the def2-TZVPD basis set.

ORCA input file:
```
! wB97M-V def2-TZVPD RIJCOSX def2/J DEFGRID3
* xyz 1 1
H -0.287 2.057 -0.216
H -2.663 0.113 -0.610
H -1.903 -0.913 0.794
H -2.320 0.867 0.907
N -0.626 0.176 -0.105
C 2.444 0.350 -0.033
C 1.394 1.247 -0.257
H -0.010 -2.969 0.113
N 0.126 1.186 -0.073
N 3.393 -0.227 0.255
C -1.977 0.076 0.278
H 1.737 2.250 -0.276
C 0.132 -1.042 -0.226
N -0.417 -2.069 0.239
H 0.977 -1.102 -0.788
*
```

Its LUMO energy (spin up / spin down) is -6.09 / -6.09 eV. Its orbital gap (spin up / spin down) is 8.4 / 8.4 eV. For the HOMO energy (spin up / spin down), the calculation gives -14.446 / -14.445 eV.

***

#D
This record from OMol25 describes a gas-phase ion, C4H7N4 (charge +1). The level of theory is ωB97M-V with the def2-TZVPD basis set.

ORCA input file:
```
! wB97M-V def2-TZVPD RIJCOSX def2/J DEFGRID3
* xyz 1 1
C -1.584 -0.346 -0.861
H 1.901 2.154 0.269
H 1.414 -2.255 1.345
C 1.282 -0.435 0.641
H -0.887 1.415 -1.120
H 2.336 -0.097 0.673
N 0.731 -1.518 0.981
C 0.859 2.069 0.508
N -1.879 -1.525 -0.915
N -0.540 0.514 -0.672
H 0.323 2.783 -0.086
C 0.507 0.727 0.121
H -2.815 -3.150 -1.587
N -2.464 -2.565 -0.906
H 0.816 2.229 1.608
*
```

Its LUMO energy is -5.84 eV. Its orbital gap is 7.4 eV. For the HOMO energy, the calculation gives -13.201 eV.

***

#A is favored, and the nearest alternative lies 0.319 eV above it.

***

#A
This record from OMol25 describes 2 unconnected molecules or ions with the total composition C7H23BOP2S. The level of theory is ωB97M-V with the def2-TZVPD basis set.

ORCA input file:
```
! wB97M-V def2-TZVPD RIJCOSX def2/J DEFGRID3
* xyz 0 1
O -4.229 2.235 -3.561
H 0.886 -1.743 3.845
S -1.320 1.802 1.335
H 0.373 3.673 0.009
H 0.425 -0.388 1.137
H 1.072 -2.460 0.063
H 1.991 -0.867 1.749
H -4.892 2.426 -2.887
H 1.252 -4.587 1.259
H -1.453 4.589 0.801
P -2.127 3.275 -1.850
C 0.738 -2.508 1.103
H 4.774 -3.302 0.793
H 3.348 -4.340 2.534
C -2.693 3.807 -4.866
C 1.447 -3.663 1.814
B -3.135 3.063 -3.568
H -0.686 -1.279 3.187
H 3.170 -2.603 2.571
H -2.903 4.872 -4.707
H -1.622 3.735 -5.073
H 1.005 -3.809 2.804
H 3.375 -2.525 0.061
H -0.333 -2.731 1.063
C 3.698 -3.393 0.639
H -3.248 3.478 -5.744
C 0.382 -1.049 3.169
H -3.176 2.770 -1.011
C 2.957 -3.490 1.968
H 3.523 -4.283 0.030
H -1.079 2.394 -2.269
H -1.968 4.701 -1.949
P -0.992 3.381 0.226
C 0.930 -1.137 1.750
H 0.509 -0.044 3.573
*
```

Its LUMO energy is -0.08 eV. Its orbital gap is 7.5 eV. For the HOMO energy, the calculation gives -7.552 eV.

***

#B
This record from OMol25 describes 2 unconnected molecules or ions with the total composition C7H23BOP2S. The level of theory is ωB97M-V with the def2-TZVPD basis set.

ORCA input file:
```
! wB97M-V def2-TZVPD RIJCOSX def2/J DEFGRID3
* xyz 0 1
P 3.139 -0.938 2.600
H -3.360 -0.959 -4.794
C -1.851 1.402 -1.749
C -3.036 1.772 -2.648
H -2.682 2.479 -3.410
H 7.273 -1.244 2.261
H -2.424 0.516 -5.077
H 5.238 1.131 3.675
H 2.908 0.374 3.205
H -1.453 2.324 -1.306
C -3.723 0.596 -3.345
H -3.343 0.202 1.169
H -2.832 1.865 0.835
H 5.989 -2.453 1.537
H -2.515 -0.541 -1.042
P 1.033 -1.465 2.857
H -3.783 2.317 -2.060
C -3.183 0.936 0.373
O 5.435 0.934 2.692
C -2.808 -0.154 -4.301
H 0.628 -2.667 2.129
C 6.200 -1.716 2.423
H 0.858 -1.742 4.288
H -1.960 -0.606 -3.780
H -4.151 1.129 -0.098
H 3.479 -2.009 3.533
H -1.041 0.992 -2.363
B 5.040 -0.513 2.560
C -2.165 0.410 -0.627
S -0.213 -0.009 2.445
H 3.103 -1.135 1.155
H -4.579 0.980 -3.911
H -1.234 0.187 -0.090
H -4.132 -0.102 -2.605
H 6.148 -2.291 3.468
*
```

Its LUMO energy is -0.11 eV. Its orbital gap is 7.9 eV. For the HOMO energy, the calculation gives -8.029 eV.

***

#A is favored, and the nearest alternative lies 1.622 eV above it.

***

#A
This record from OMol25 describes 2 unconnected molecules or ions with the total composition C8H8N4O4. The level of theory is ωB97M-V with the def2-TZVPD basis set.

ORCA input file:
```
! wB97M-V def2-TZVPD RIJCOSX def2/J DEFGRID3
* xyz 0 1
C 2.013 0.195 0.855
O -3.163 2.819 -0.924
O 1.290 0.471 1.739
H 3.795 1.169 1.586
H 0.735 -1.287 0.196
N -4.074 0.575 -0.341
H -5.030 1.079 -0.446
C -1.733 -0.112 0.787
C 3.754 -0.759 -1.191
N -2.869 -1.039 0.677
O -4.760 -1.723 -0.347
C -3.091 1.647 -0.353
C -3.987 -0.786 -0.054
H -1.197 2.061 0.128
O 5.203 0.956 -0.400
N 1.511 -0.473 -0.288
H 2.146 -1.990 -1.576
C 2.481 -1.021 -1.018
N 3.364 0.617 0.792
H -2.504 -2.061 0.895
C -1.813 1.155 0.261
H -0.792 -0.506 1.165
H 4.509 -1.252 -1.813
C 4.212 0.268 -0.329
*
```

Its LUMO energy is -0.52 eV. Its orbital gap is 9.2 eV. For the HOMO energy, the calculation gives -9.711 eV.

***

#B
This record from OMol25 describes 2 unconnected molecules or ions with the total composition C8H8N4O4. The level of theory is ωB97M-V with the def2-TZVPD basis set.

ORCA input file:
```
! wB97M-V def2-TZVPD RIJCOSX def2/J DEFGRID3
* xyz 0 1
N -2.078 -0.715 0.948
C -4.299 0.304 1.726
H -1.292 -1.100 0.625
C 2.008 -0.136 -0.452
H 4.358 2.377 -2.233
C 4.125 0.187 -1.856
C -3.588 1.213 0.891
H -3.890 2.234 0.531
N 1.449 0.956 -1.070
H 3.610 -1.608 -0.896
O 5.049 -0.449 -2.496
N -3.950 -0.938 2.266
O -1.477 1.241 -0.310
O -2.386 -2.695 2.020
O 1.399 -0.659 0.454
H -4.631 -1.249 3.162
H 1.822 2.793 -1.779
C -2.820 -1.497 1.890
H 0.446 1.151 -0.795
C 2.244 1.724 -1.710
H -5.378 0.488 1.769
C -2.369 0.627 0.450
C 3.618 1.611 -2.025
N 3.260 -0.557 -0.889
*
```

Its LUMO energy is -0.71 eV. Its orbital gap is 8.1 eV. For the HOMO energy, the calculation gives -8.787 eV.

***

#B is favored, and the nearest alternative lies 0.113 eV above it.

***

#A
This record from OMol25 describes 2 unconnected molecules or ions with the total composition C7H14N2O. The level of theory is ωB97M-V with the def2-TZVPD basis set.

ORCA input file:
```
! wB97M-V def2-TZVPD RIJCOSX def2/J DEFGRID3
* xyz 0 1
H 2.746 -0.938 2.563
N 2.072 -0.269 0.667
C -0.322 0.316 -1.780
C 1.955 -1.091 1.826
H -0.328 -2.046 -0.311
C -1.962 1.778 0.634
C -1.392 -0.251 -0.843
H -0.428 -0.112 -2.776
H -1.366 -2.220 -1.737
C 2.834 0.562 0.241
H -1.749 2.256 1.588
H 3.760 2.056 -0.667
H -1.658 2.414 -0.193
H -2.085 -2.174 -0.135
C -1.283 -1.769 -0.750
H -3.040 1.636 0.571
H 1.893 -2.133 1.509
O -1.027 -0.187 1.565
H 0.670 0.044 -1.424
N 3.752 1.113 -0.327
H 1.007 -0.837 2.306
H -2.375 0.023 -1.239
H -0.384 1.400 -1.848
C -1.287 0.430 0.560
*
```

Its LUMO energy is 0.78 eV. Its orbital gap is 10.1 eV. For the HOMO energy, the calculation gives -9.350 eV.

***

#B
This record from OMol25 describes C7H14N2O in the gas phase. The level of theory is ωB97M-V with the def2-TZVPD basis set.

ORCA input file:
```
! wB97M-V def2-TZVPD RIJCOSX def2/J DEFGRID3
* xyz 0 1
N -0.999 -2.615 0.356
H 1.443 0.116 -1.683
H -0.279 -2.389 1.033
O -2.107 -2.032 -1.519
H -0.645 1.610 -1.394
C 1.737 1.573 0.536
C 0.866 -0.776 -1.426
C 0.546 1.012 1.270
C -0.416 -0.439 -0.659
H 1.437 2.022 -0.414
H -0.981 -0.272 1.324
C -1.212 0.675 -1.344
H 2.477 0.788 0.350
H -2.139 0.883 -0.797
N -0.150 -0.079 0.762
H 2.244 2.355 1.112
H -0.639 1.178 3.028
H -1.493 -3.495 0.403
H 1.515 -1.445 -0.850
H -1.489 0.401 -2.368
C 0.197 1.554 2.449
H 0.735 2.398 2.869
H 0.635 -1.280 -2.372
C -1.280 -1.742 -0.664
*
```

Its LUMO energy is 0.80 eV. Its orbital gap is 8.9 eV. For the HOMO energy, the calculation gives -8.125 eV.

***

#C
This record from OMol25 describes C7H14N2O in the gas phase. The level of theory is ωB97M-V with the def2-TZVPD basis set.

ORCA input file:
```
! wB97M-V def2-TZVPD RIJCOSX def2/J DEFGRID3
* xyz 0 1
C -0.054 1.346 -1.299
C -0.335 0.000 0.875
C 0.131 0.015 -0.588
H -1.105 1.660 -1.216
H -0.152 -1.093 -2.481
C 0.053 -1.215 -1.415
H -2.430 0.483 0.579
H -0.305 -2.153 -0.988
C 0.861 2.456 -0.791
C -1.823 -0.339 0.980
C 0.549 -0.875 1.753
N 1.340 -0.747 -0.897
H 1.887 2.086 -0.644
H -0.172 1.006 1.284
H -2.078 -1.243 0.408
H 0.900 3.281 -1.515
N 0.321 -2.200 1.767
H 0.130 1.187 -2.373
H -2.121 -0.492 2.026
H 1.885 -0.288 -1.623
H 0.512 2.874 0.164
H -0.599 -2.536 1.520
H 1.105 -2.792 2.078
O 1.500 -0.422 2.396
*
```

Its LUMO energy is 0.80 eV. Its orbital gap is 10.1 eV. For the HOMO energy, the calculation gives -9.289 eV.

***

#B is favored, and the nearest alternative lies 0.538 eV above it.